# 1
The following is a DFT calculation (the ωB97M-V functional and the def2-TZVPD basis) of the ion C8H16N with charge +1.

## Properties
Gap between HOMO and LUMO, eV: 11.31
HOMO level, eV: -13.854
Structure (SMILES): C/C=C(/C)[N@H+](C)/C=C/C
Energy above the lowest of the compared OMol25 structures with the same formula, charge and spin, kcal per mole: 28.5
Energy, eV: -10038.0411
Molar mass, Da: 126.2
Max |F|, eV/Å: 0.98

Structure (ORCA input):
```
! RIJCOSX wB97M-V def2-TZVPD def2/J DEFGRID3
* xyz 1 1
C 2.024 -1.988 -0.293
C 2.097 -0.745 0.531
C 1.285 0.299 0.511
C 1.385 1.525 1.344
N 0.121 0.292 -0.477
C 0.419 1.259 -1.557
C -1.316 0.446 -0.069
C -2.073 -0.605 0.188
C -3.514 -0.529 0.517
H 2.539 -2.792 0.226
H 2.532 -1.844 -1.249
H 1.006 -2.320 -0.493
H 2.939 -0.683 1.205
H 0.410 1.818 1.729
H 1.800 2.354 0.773
H 2.043 1.342 2.188
H 0.182 -0.651 -0.880
H 0.293 2.273 -1.185
H 1.445 1.128 -1.897
H -0.259 1.106 -2.395
H -1.649 1.468 -0.012
H -1.659 -1.605 0.139
H -3.715 -1.073 1.437
H -4.090 -1.011 -0.273
H -3.851 0.498 0.623
*
```

# 2
The following is a DFT calculation (the ωB97M-V functional and the def2-TZVPD basis) of a structure of composition C22H48F6N5O14S6V in a non-equilibrium geometry.

## Properties
Gap between HOMO and LUMO (spin up / spin down), eV: 6.08 / 2.00
HOMO level (spin up / spin down), eV: -7.783 / -8.066
Energy, eV: -166694.7268
Molar mass, Da: 964.0
Max |F|, eV/Å: 10.32

Structure (ORCA input):
```
! RIJCOSX wB97M-V def2-TZVPD def2/J DEFGRID3
* xyz 0 3
O 3.757 -2.456 0.761
V 2.881 -1.824 1.937
O 2.088 -0.602 1.275
C -3.129 2.539 1.853
C -3.435 2.586 3.403
C -3.751 4.018 3.900
C -4.987 4.716 3.239
N -5.802 5.736 4.113
C -5.841 5.551 5.645
C -6.911 4.549 5.999
C -7.804 4.652 4.766
C -7.302 5.740 3.952
C -5.267 7.139 3.830
C -3.857 7.426 4.396
C -2.764 7.754 3.401
H -3.827 3.204 1.345
H -3.372 1.564 1.431
H -2.167 2.942 1.537
H -2.520 2.332 3.937
H -4.314 1.988 3.645
H -2.874 4.575 3.571
H -3.688 3.960 4.987
H -5.734 3.922 3.266
H -4.841 5.038 2.208
H -6.179 6.506 6.046
H -4.863 5.274 6.039
H -7.392 4.855 6.928
H -6.458 3.568 6.148
H -8.861 4.777 5.003
H -7.795 3.682 4.269
H -7.716 6.675 4.329
H -7.610 5.639 2.911
H -5.952 7.840 4.307
H -5.331 7.208 2.744
H -3.516 6.582 4.995
H -3.940 8.285 5.063
H -2.560 6.907 2.746
H -1.796 7.995 3.840
H -2.996 8.615 2.774
C -1.846 -2.908 -3.508
C -0.388 -2.539 -3.689
C 0.435 -3.713 -4.215
C 1.925 -3.365 -4.278
N 2.779 -4.300 -5.100
C 4.248 -3.724 -5.069
C 5.262 -4.874 -4.970
C 4.542 -5.892 -4.174
C 3.020 -5.726 -4.475
C 2.465 -4.503 -6.591
C 1.902 -3.231 -7.299
C 2.197 -3.278 -8.806
H -1.982 -3.859 -2.994
H -2.253 -3.196 -4.478
H -2.536 -2.184 -3.074
H -0.013 -2.265 -2.703
H -0.400 -1.671 -4.349
H -0.073 -3.962 -5.147
H 0.250 -4.569 -3.567
H 2.240 -3.384 -3.235
H 2.089 -2.429 -4.812
H 4.515 -3.037 -5.872
H 4.408 -3.305 -4.075
H 5.608 -5.232 -5.939
H 6.107 -4.466 -4.415
H 4.949 -6.901 -4.235
H 4.650 -5.762 -3.097
H 2.729 -6.501 -5.184
H 2.319 -6.017 -3.693
H 1.610 -5.178 -6.575
H 3.284 -5.090 -7.007
H 2.491 -2.368 -6.987
H 0.834 -3.149 -7.097
H 3.278 -3.248 -8.948
H 1.828 -2.381 -9.304
H 1.863 -4.185 -9.310
N 5.124 -1.128 4.648
S 6.392 -2.209 5.279
O 5.958 -3.155 6.284
O 7.789 -1.794 5.242
F 6.380 -3.129 3.941
S 5.337 -0.143 5.788
O 6.202 1.025 5.598
O 5.168 -0.633 7.166
F 3.882 0.595 5.544
N 5.237 0.915 -4.950
S 6.110 1.207 -3.594
O 5.766 0.489 -2.397
O 6.838 2.530 -3.458
F 7.315 0.349 -4.159
S 4.196 1.964 -4.648
O 4.442 3.351 -4.919
O 3.220 1.670 -3.613
F 3.405 1.706 -5.990
N 0.296 -4.046 3.157
S -0.395 -5.482 2.412
O -1.652 -5.433 1.672
O -0.080 -6.750 3.094
F 0.663 -5.376 1.183
S -0.709 -4.110 4.294
O -0.160 -4.717 5.472
O -2.171 -4.196 4.067
F -0.465 -2.570 4.620
*
```

# 3
The following is a DFT calculation (the ωB97M-V functional and the def2-TZVPD basis) of a cluster of 3 separate species, C19H39BCl2F9OPS in total in a non-equilibrium geometry.

## Properties
Gap between HOMO and LUMO, eV: 8.55
HOMO level, eV: -9.889
Structure (SMILES): C[C@H](Cl)[C@@H](Cl)B(CCC(F)(F)C(F)(F)S(F)(F)(F)(F)F)[PH2]=O.CCCCCC.CCCCCC
Energy, eV: -92682.2778
Molar mass, Da: 599.3
Max |F|, eV/Å: 4.67

Structure (ORCA input):
```
! RIJCOSX wB97M-V def2-TZVPD def2/J DEFGRID3
* xyz 0 1
C -6.659 -1.776 -0.486
C -6.234 -1.832 -2.049
Cl -6.869 -3.471 -2.641
C -4.641 -1.726 -2.087
Cl -3.830 -3.332 -1.641
B -4.017 -1.231 -3.499
C -4.293 -1.880 -4.951
C -3.156 -2.980 -5.214
C -3.724 -4.403 -5.652
F -4.322 -4.385 -6.938
F -4.832 -4.628 -4.777
C -2.757 -5.633 -5.410
F -2.567 -5.755 -4.026
F -3.467 -6.791 -5.790
S -1.085 -5.595 -6.221
F -0.587 -6.795 -5.148
F -1.551 -6.849 -7.239
F -1.502 -4.469 -7.345
F -0.456 -4.494 -5.164
F 0.403 -5.681 -6.940
P -2.770 0.270 -3.487
O -1.978 0.220 -4.831
H -7.760 -1.539 -0.355
H -6.415 -2.822 -0.088
H -5.986 -1.067 0.091
H -6.771 -1.035 -2.648
H -4.343 -0.968 -1.280
H -4.108 -1.042 -5.713
H -5.354 -2.233 -5.124
H -2.627 -3.161 -4.213
H -2.419 -2.555 -5.970
H -3.419 1.529 -3.280
H -1.805 -0.056 -2.466
C 2.313 1.651 1.835
C 1.997 2.856 0.958
C 0.645 3.494 1.276
C -0.571 2.590 1.053
C -0.714 2.035 -0.364
C -0.909 3.119 -1.417
H 1.588 0.847 1.694
H 3.300 1.253 1.587
H 2.317 1.932 2.892
H 2.046 2.565 -0.096
H 2.779 3.608 1.104
H 0.536 4.405 0.677
H 0.644 3.823 2.321
H -1.474 3.155 1.307
H -0.535 1.751 1.756
H -1.582 1.366 -0.388
H 0.152 1.421 -0.626
H -1.799 3.715 -1.201
H -1.037 2.666 -2.404
H -0.048 3.789 -1.471
C 4.051 3.822 4.994
C 5.270 2.962 4.690
C 5.185 1.561 5.299
C 5.118 1.520 6.828
C 6.285 2.197 7.548
C 7.630 1.545 7.255
H 3.934 3.994 6.066
H 4.150 4.798 4.512
H 3.140 3.350 4.618
H 6.175 3.474 5.031
H 5.365 2.863 3.604
H 6.044 0.976 4.956
H 4.299 1.054 4.900
H 5.065 0.472 7.144
H 4.183 1.981 7.165
H 6.102 2.150 8.626
H 6.329 3.260 7.292
H 7.623 0.492 7.550
H 8.422 2.047 7.818
H 7.888 1.606 6.196
*
```

# 4
The following is a DFT calculation (the ωB97M-V functional and the def2-TZVPD basis) of a cluster of 2 separate species, C2H7OP in total in a non-equilibrium geometry.

## Properties
Gap between HOMO and LUMO, eV: 10.15
HOMO level, eV: -9.181
Structure (SMILES): CC=O.P
Energy above the lowest of the compared OMol25 structures with the same formula, charge and spin, kcal per mole: 40.9
Energy, eV: -13521.8852
Molar mass, Da: 78.1
Max |F|, eV/Å: 3.35

Structure (ORCA input):
```
! RIJCOSX wB97M-V def2-TZVPD def2/J DEFGRID3
* xyz 0 1
C -0.461 0.671 -1.672
C 0.609 1.157 -0.782
O 1.330 0.446 -0.115
H -0.184 0.596 -2.746
H -0.994 -0.282 -1.448
H -1.297 1.473 -1.663
H 0.566 2.183 -0.499
P 0.368 -1.124 2.194
H 1.081 -2.285 2.089
H -0.756 -1.262 1.353
H -0.260 -1.573 3.291
*
```

# 5
The following is a DFT calculation (the ωB97M-V functional and the def2-TZVPD basis) of the ion C4H11N2O with charge -1 in a non-equilibrium geometry.

## Properties
Gap between HOMO and LUMO, eV: 6.60
HOMO level, eV: -2.370
Structure (SMILES): NCC[C@H](N)C[O-]
Energy above the lowest of the compared OMol25 structures with the same formula, charge and spin, kcal per mole: 24.8
Energy, eV: -9353.4146
Molar mass, Da: 103.1
Max |F|, eV/Å: 2.04

Structure (ORCA input):
```
! RIJCOSX wB97M-V def2-TZVPD def2/J DEFGRID3
* xyz -1 1
N -0.911 -2.312 0.695
C 0.428 -1.699 0.680
C 0.396 -0.149 0.738
C -0.182 0.463 -0.515
N 0.857 0.427 -1.554
C -0.516 2.039 -0.175
O 0.487 2.857 -0.527
H -1.297 -2.267 -0.249
H -1.543 -1.700 1.214
H 0.904 -2.007 -0.254
H 0.998 -2.127 1.510
H 1.424 0.211 0.828
H -0.139 0.035 1.675
H -1.012 -0.101 -0.942
H 0.604 1.082 -2.275
H 1.692 0.791 -1.136
H -1.490 2.362 -0.649
H -0.698 2.097 0.935
*
```

# 6
The following is a DFT calculation (the ωB97M-V functional and the def2-TZVPD basis) of the molecule C6H9NS in a non-equilibrium geometry.

## Properties
Gap between HOMO and LUMO (spin up / spin down), eV: 7.51 / 7.90
HOMO level (spin up / spin down), eV: -6.682 / -8.552
Energy above the lowest of the compared OMol25 structures with the same formula, charge and spin, kcal per mole: 33.0
Energy, eV: -18688.2764
Molar mass, Da: 127.2
Max |F|, eV/Å: 1.86

Structure (ORCA input):
```
! RIJCOSX wB97M-V def2-TZVPD def2/J DEFGRID3
* xyz 0 3
C -1.015 1.776 0.412
C -1.505 0.412 0.273
C 0.210 2.213 0.110
C -0.772 -0.669 0.338
C 1.299 1.393 -0.478
C -0.806 -2.117 0.241
N 2.632 -0.840 -0.347
S 1.849 0.060 0.676
H -1.741 2.485 0.784
H -2.591 0.336 0.151
H 0.452 3.249 0.296
H 0.981 0.843 -1.366
H 2.177 1.993 -0.718
H -0.757 -2.556 1.238
H 0.062 -2.463 -0.323
H -1.713 -2.478 -0.259
H 3.099 -1.603 0.124
*
```

# 7
The following is a DFT calculation (the ωB97M-V functional and the def2-TZVPD basis) of a structure of composition C43H52AsBN7O7PbS in a non-equilibrium geometry.

## Properties
Gap between HOMO and LUMO, eV: 7.47
HOMO level, eV: -10.324
Energy above the lowest of the compared OMol25 structures with the same formula, charge and spin, kcal per mole: 65.7
Energy, eV: -147788.8733
Molar mass, Da: 1103.9
Max |F|, eV/Å: 3.99

Structure (ORCA input):
```
! RIJCOSX wB97M-V def2-TZVPD def2/J DEFGRID3
* xyz 1 1
Pb -21.478 -0.455 -1.707
C -19.329 -6.291 -0.372
C -20.521 -6.236 0.451
C -21.197 -5.058 0.521
C -20.803 -3.889 -0.112
C -19.633 -3.914 -0.845
C -18.875 -5.077 -0.951
N -21.581 -2.683 -0.067
N -22.624 -2.837 0.541
C -23.551 -1.754 0.444
C -24.594 -1.847 1.365
C -25.529 -0.834 1.293
C -25.433 0.247 0.344
C -24.393 0.295 -0.569
C -23.438 -0.749 -0.551
H -18.764 -7.253 -0.536
H -20.999 -7.074 0.907
H -22.087 -5.014 1.150
H -19.194 -2.985 -1.314
H -18.051 -5.035 -1.667
H -24.582 -2.672 2.119
H -26.383 -0.870 1.940
H -26.057 1.123 0.291
H -24.367 1.046 -1.314
O -19.344 -2.373 -4.227
C -19.693 -3.545 -4.257
C -20.984 -4.022 -3.814
C -21.049 -5.415 -3.522
C -22.128 -5.956 -2.929
C -23.217 -5.179 -2.526
C -23.252 -3.851 -2.818
C -22.115 -3.177 -3.396
O -22.079 -1.868 -3.453
N -22.129 -7.402 -2.430
O -22.981 -7.724 -1.643
O -21.355 -8.211 -2.849
H -18.959 -4.316 -4.450
H -20.180 -6.087 -3.676
H -23.997 -5.710 -1.986
H -24.054 -3.228 -2.439
C -20.319 5.068 0.400
C -20.204 4.759 -1.083
C -21.436 3.941 -1.548
O -18.979 3.954 -1.415
B -18.547 4.432 -2.569
O -19.153 5.495 -3.078
C -20.019 6.045 -2.049
C -21.242 6.508 -2.715
C -19.353 7.240 -1.330
H -20.581 4.155 0.858
H -20.869 5.927 0.509
H -19.353 5.290 0.783
H -21.297 2.878 -1.300
H -21.582 4.046 -2.672
H -22.348 4.298 -1.111
H -21.879 5.793 -3.220
H -20.991 7.266 -3.460
H -21.880 7.030 -2.031
H -18.392 6.856 -0.892
H -19.961 7.713 -0.555
H -19.139 8.101 -1.952
C -15.212 2.295 -3.216
N -16.517 1.738 -3.692
C -16.592 0.386 -3.925
C -17.687 -0.235 -4.484
C -18.870 0.578 -4.402
N -18.839 1.905 -4.072
C -17.701 2.442 -3.714
O -17.597 3.690 -3.309
N -20.045 0.103 -4.640
H -15.458 3.114 -2.505
H -14.514 2.661 -4.040
H -14.771 1.416 -2.726
H -15.673 -0.142 -3.805
H -17.729 -1.250 -4.678
H -20.164 -0.838 -4.857
H -20.923 0.633 -4.472
C -23.944 -1.382 -6.696
C -24.543 -0.047 -6.395
As -24.391 0.461 -4.464
C -25.475 -1.108 -3.849
C -26.774 -1.465 -4.567
C -25.576 2.037 -4.603
C -25.455 2.940 -3.349
H -23.504 -1.387 -7.696
H -24.660 -2.148 -6.625
H -23.101 -1.621 -6.019
H -25.585 0.007 -6.749
H -24.063 0.813 -6.871
H -25.661 -0.951 -2.770
H -24.741 -1.911 -3.916
H -26.751 -1.062 -5.567
H -27.619 -0.977 -4.029
H -26.843 -2.571 -4.427
H -26.586 1.737 -4.672
H -25.289 2.561 -5.514
H -25.472 2.399 -2.403
H -26.125 3.738 -3.288
H -24.510 3.411 -3.463
S -20.510 0.004 3.198
C -21.600 0.538 1.915
N -21.047 0.888 0.786
C -19.660 0.802 0.872
C -18.849 1.209 -0.161
C -17.465 1.143 0.017
C -16.968 0.793 1.263
C -17.735 0.428 2.352
C -19.110 0.420 2.109
H -22.690 0.550 2.027
H -19.365 1.568 -1.029
H -16.766 1.256 -0.831
H -15.908 0.822 1.459
H -17.266 0.117 3.279
*
```

# 8
The following is a DFT calculation (the ωB97M-V functional and the def2-TZVPD basis) of a cluster of 5 separate species, C7H21NO4 in total in a non-equilibrium geometry.

## Properties
Gap between HOMO and LUMO, eV: 8.22
HOMO level, eV: -8.100
Structure (SMILES): C=C/C(N)=C(\C)CC.O.O.O.O
Energy above the lowest of the compared OMol25 structures with the same formula, charge and spin, kcal per mole: 76.3
Energy, eV: -17275.5710
Molar mass, Da: 183.2
Max |F|, eV/Å: 8.18

Structure (ORCA input):
```
! RIJCOSX wB97M-V def2-TZVPD def2/J DEFGRID3
* xyz 0 1
C 1.804 0.059 1.974
C 0.832 0.470 2.742
C -0.457 0.409 1.930
N -0.783 1.761 1.636
C -1.065 -0.593 1.310
C -0.657 -1.991 1.590
C -2.312 -0.354 0.334
C -1.818 -0.336 -1.069
H 1.813 -0.502 0.921
H 2.723 0.050 2.356
H 0.750 0.897 3.724
H -1.297 1.987 0.790
H -1.165 2.145 2.445
H -0.221 -2.478 0.736
H -1.644 -2.491 1.714
H -0.033 -2.208 2.575
H -2.812 0.534 0.734
H -2.898 -1.255 0.535
H -2.583 -0.567 -1.724
H -1.668 0.810 -1.278
H -0.956 -0.633 -1.380
O 2.104 0.112 -2.079
H 2.930 -0.233 -2.559
H 2.576 0.362 -1.242
O 0.470 -3.008 -2.185
H -0.183 -2.236 -2.419
H 1.292 -2.477 -2.593
O 1.670 2.375 -0.575
H 1.044 2.338 -1.248
H 1.339 2.668 0.240
O 0.048 1.756 -2.640
H 0.166 0.946 -2.235
H 0.991 1.684 -3.063
*
```

# 9
The following is a DFT calculation (the ωB97M-V functional and the def2-TZVPD basis) of a structure of composition C11H24F3N3O12P2ReS in a non-equilibrium geometry.

## Properties
Gap between HOMO and LUMO (spin up / spin down), eV: 6.76 / 6.85
HOMO level (spin up / spin down), eV: -15.399 / -15.074
Energy above the lowest of the compared OMol25 structures with the same formula, charge and spin, kcal per mole: 51.8
Energy, eV: -80522.1262
Molar mass, Da: 727.5
Max |F|, eV/Å: 3.12

Structure (ORCA input):
```
! RIJCOSX wB97M-V def2-TZVPD def2/J DEFGRID3
* xyz 2 2
Re 0.255 -0.107 0.246
C -3.330 2.180 2.047
N -2.407 2.953 1.241
C -2.568 4.382 1.384
C -1.492 2.348 0.517
O -1.420 1.089 0.483
C -0.540 3.176 -0.349
O 0.420 2.349 -0.969
C 0.335 2.172 -2.365
C -0.192 0.778 -2.690
O -0.137 -0.110 -1.791
N -0.664 0.504 -3.886
C -1.227 -0.798 -4.176
C -0.649 1.451 -4.980
H -4.353 2.425 1.757
H -3.201 2.432 3.100
H -3.154 1.117 1.900
H -3.597 4.654 1.142
H -1.896 4.952 0.753
H -2.388 4.663 2.424
H 0.015 3.861 0.305
H -1.121 3.743 -1.087
H 1.365 2.242 -2.744
H -0.270 2.955 -2.838
H -1.288 -1.391 -3.265
H -0.611 -1.312 -4.915
H -2.229 -0.668 -4.589
H 0.313 1.956 -5.051
H -1.443 2.193 -4.876
H -0.820 0.911 -5.909
N 1.271 -4.360 -0.132
C 1.116 -3.591 1.132
C 1.327 -4.540 2.288
P 2.496 -2.339 1.002
O 2.734 -1.841 2.488
O 3.614 -3.073 0.412
O 1.929 -1.208 0.116
P -0.667 -3.087 1.056
O -1.140 -2.645 2.493
O -1.357 -4.249 0.486
O -0.754 -1.837 0.132
H 2.183 -4.846 -0.129
H 1.270 -3.722 -0.940
H 0.450 -4.992 -0.215
H 2.353 -4.910 2.301
H 0.645 -5.389 2.208
H 1.137 -4.038 3.234
H 3.563 -2.158 2.859
H -1.788 -3.251 2.866
F 3.992 0.216 1.596
C 3.053 1.143 1.523
F 3.570 2.304 1.881
F 2.678 1.252 0.226
S 1.433 1.027 2.503
O 0.720 2.044 1.749
O 1.717 1.249 3.863
O 0.750 -0.256 2.182
*
```